Version i
The following is a DFT calculation (ωB97M-V/def2-TZVPD) of a molecular structure, C4H8FN.

## Properties
LUMO = 1.08 eV
gap between HOMO and LUMO = 0.3912 hartree
HOMO level = -0.3514 hartree

XYZ file:
```
14
Properties=species:S:1:pos:R:3:lowdin_charge:R:1
C -1.611 0.435 0.187 -0.164
C -0.293 0.043 -0.454 -0.307
C 0.999 0.829 -0.145 -0.181
C 0.496 -1.097 0.070 -0.238
H -1.548 0.323 1.305 0.132
H -1.868 1.461 -0.163 0.127
H -0.475 -0.133 -1.563 0.168
H 0.888 1.239 0.904 0.129
H 1.297 1.656 -0.761 0.097
H 2.400 -0.500 0.435 0.086
H 0.185 -2.052 -0.395 0.119
H 0.377 -1.291 1.154 0.125
N 1.730 -0.432 -0.295 -0.016
F -2.577 -0.481 -0.279 -0.075
```

Version ii
The following is a DFT calculation (ωB97M-V/def2-TZVPD) of 2 unconnected molecules or ions with the total composition C4H8FN.

## Properties
LUMO = 0.64 eV
gap between HOMO and LUMO = 0.3638 hartree
HOMO level = -0.3402 hartree

XYZ file:
```
14
Properties=species:S:1:pos:R:3:lowdin_charge:R:1
C 0.600 0.867 1.936 0.061
C 0.354 0.094 0.914 -0.152
C 0.753 -0.253 -1.370 -0.015
C -1.552 -0.229 -0.538 -0.055
N -0.172 -0.298 -0.224 -0.252
F 1.318 -1.632 1.293 -0.439
H 1.199 0.654 2.873 0.102
H 0.297 1.980 1.796 0.106
H 1.351 -1.176 -1.400 0.096
H 0.049 -0.004 -2.250 0.106
H 1.331 0.717 -1.071 0.127
H -1.732 -1.164 -1.126 0.111
H -2.093 -0.178 0.414 0.106
H -1.703 0.622 -1.246 0.099
```

version i (215.7 kJ/mol below the next structure)

Version i
The following is a DFT calculation (ωB97M-V/def2-TZVPD) of a molecular structure, C21H30O6.

## Properties
LUMO = 0.59 eV
gap between HOMO and LUMO = 0.3506 hartree
HOMO level = -0.3287 hartree

XYZ file:
```
57
Properties=species:S:1:pos:R:3:lowdin_charge:R:1
C -6.760 -0.922 0.798 0.080
C -5.390 -1.268 0.562 -0.045
C -4.247 -0.531 1.279 -0.146
C -3.431 0.026 0.301 -0.279
C -3.583 1.233 -0.089 -0.059
C -2.844 1.971 -0.802 -0.355
C -1.926 1.178 -1.353 -0.155
C -1.715 -0.029 -1.397 -0.024
C -2.567 -0.663 -0.449 -0.073
O -2.435 -2.074 -0.065 -0.013
C -1.435 -2.603 -0.449 -0.492
C -0.224 -2.392 0.266 -0.077
O 1.041 -3.363 -0.192 -0.083
C 1.714 -2.528 -1.152 -0.274
C 3.023 -2.000 -0.917 0.011
H 3.393 -1.543 -1.548 -0.012
H 3.743 -2.925 -0.380 0.224
C 2.839 -0.994 0.406 -0.018
C 2.103 0.337 -0.156 -0.618
O 1.656 0.545 -1.103 0.244
O 1.580 0.911 0.896 -0.003
C 0.679 2.165 0.969 -0.226
C -0.379 2.113 1.835 -0.084
H -0.075 1.968 2.974 0.141
H -0.978 3.067 1.440 0.147
H -0.915 1.161 1.545 0.097
H 1.430 2.763 1.015 0.056
H 0.487 2.263 -0.255 0.178
C 4.182 -0.460 0.810 -0.243
O 5.046 -1.026 1.519 0.079
O 4.543 0.824 0.013 -0.081
C 5.801 1.254 0.131 -0.386
C 6.894 0.657 -0.623 -0.095
H 6.949 -0.559 -0.398 0.153
H 7.790 1.045 -0.520 0.011
H 6.595 0.890 -1.646 0.084
H 5.744 2.344 -0.156 0.128
H 6.113 1.183 1.575 0.212
H 2.436 -1.373 1.230 0.103
H 1.771 -3.299 -1.804 0.115
H 1.156 -1.939 -1.523 0.009
H -0.426 -2.742 1.638 0.230
H -0.056 -1.445 0.399 0.023
H -1.726 -3.981 -0.277 0.221
H -1.271 -2.611 -1.609 0.157
H -0.777 -0.651 -1.830 0.175
H -1.103 1.664 -2.202 0.203
C -2.818 3.377 -1.087 -0.052
H -3.680 3.772 -1.998 0.171
H -2.148 4.024 -1.428 0.001
H -3.244 4.100 -0.278 0.104
H -4.337 2.019 0.542 0.211
H -3.662 -1.338 1.735 0.128
H -4.721 0.021 2.125 0.145
H -5.135 -2.093 -0.022 0.077
H -7.555 -1.304 0.364 -0.009
H -7.142 -0.219 1.340 -0.016
```

Version ii
The following is a DFT calculation (ωB97M-V/def2-TZVPD) of a molecular structure, C21H30O6.

## Properties
LUMO = 0.74 eV
gap between HOMO and LUMO = 0.3359 hartree
HOMO level = -0.3087 hartree

XYZ file:
```
57
Properties=species:S:1:pos:R:3:lowdin_charge:R:1
C -4.427 -2.644 -1.576 -0.009
C -4.662 -2.797 -0.398 -0.145
C -4.501 -1.657 0.652 -0.159
C -3.941 -0.522 0.174 -0.314
C -4.720 0.390 -0.436 0.043
C -4.210 1.645 -0.708 -0.340
C -2.862 1.687 -0.576 -0.121
C -2.018 0.792 -0.385 -0.030
C -2.651 -0.362 0.117 -0.120
O -1.884 -1.528 0.681 -0.080
C -0.605 -1.171 0.985 -0.306
C -0.421 -0.480 2.165 -0.135
O 1.010 -0.260 2.335 -0.165
C 2.028 -0.945 2.702 -0.269
C 2.835 -1.307 1.280 -0.064
H 2.157 -1.755 0.746 0.040
H 3.681 -2.154 1.703 0.205
C 3.405 -0.031 0.982 -0.156
C 2.427 1.067 0.380 -0.538
O 1.470 0.717 -0.267 0.076
O 2.372 2.128 0.956 0.038
C 1.308 3.210 0.891 -0.017
C 1.678 3.888 -0.555 -0.064
H 1.526 3.092 -1.236 0.022
H 0.956 4.737 -1.014 0.116
H 2.769 4.219 -0.647 0.095
H 0.453 2.451 0.745 0.138
H 1.529 4.001 1.517 0.085
C 4.271 -0.189 -0.198 -0.437
O 5.322 0.525 -0.470 0.012
O 3.965 -1.045 -1.133 -0.028
C 4.663 -1.412 -2.410 -0.080
C 5.967 -2.185 -1.996 -0.044
H 5.640 -3.291 -1.562 0.144
H 6.585 -1.749 -1.364 0.005
H 6.481 -2.236 -2.918 0.054
H 4.027 -1.900 -3.118 0.119
H 4.974 -0.402 -2.452 0.094
H 3.989 0.580 1.699 0.183
H 2.538 -0.480 3.538 0.113
H 1.665 -2.049 3.198 0.165
H -0.751 -1.122 3.366 0.228
H -1.051 0.271 2.277 0.070
H -0.250 -2.544 1.104 0.237
H -0.107 -0.841 0.068 0.108
H -0.767 0.807 -0.298 0.170
H -2.199 2.594 -1.070 0.178
C -4.871 2.715 -1.225 -0.123
H -5.723 2.588 -2.068 0.131
H -4.524 3.678 -1.712 0.090
H -5.501 3.388 -0.484 0.117
H -5.799 0.523 -0.345 0.147
H -3.880 -2.122 1.390 0.107
H -5.586 -1.598 1.176 0.177
H -5.135 -3.785 0.067 0.156
H -4.578 -3.340 -2.168 -0.013
H -4.066 -1.794 -2.104 0.094
```

version ii (578.0 kJ/mol below the next structure)

Version i
The following is a DFT calculation (ωB97M-V/def2-TZVPD) of a molecular structure, C30H37N6O3S2SiY.

## Properties
LUMO = -0.29 eV
gap between HOMO and LUMO = 0.2150 hartree
HOMO level = -0.2255 hartree

XYZ file:
```
80
Properties=species:S:1:pos:R:3:lowdin_charge:R:1
Y -0.900 -0.510 -0.033 1.225
N 2.889 -2.503 -1.785 0.091
C 1.900 -2.170 -0.925 -0.854
S 0.299 -2.709 -1.313 0.596
N 2.295 -1.550 0.173 -0.001
N 1.265 -1.137 0.975 -0.062
C 1.484 -1.066 2.236 -0.197
C 2.682 -1.639 2.906 -0.183
C 2.488 -2.646 3.850 -0.039
C 3.570 -3.223 4.497 -0.076
C 4.857 -2.792 4.212 -0.087
C 5.057 -1.796 3.267 -0.074
C 3.976 -1.228 2.610 -0.033
C 0.467 -0.356 3.060 -0.201
C 0.674 -0.095 4.410 0.004
C -0.283 0.621 5.113 -0.047
C -1.418 1.060 4.458 -0.044
C -1.545 0.772 3.106 -0.110
N -0.631 0.088 2.428 0.044
H 2.601 -2.737 -2.719 0.070
H 3.751 -1.986 -1.697 0.096
H 1.482 -2.984 4.067 0.123
H 3.406 -4.012 5.220 0.103
H 5.704 -3.239 4.715 0.102
H 6.062 -1.470 3.029 0.104
H 4.142 -0.488 1.839 0.095
H 1.574 -0.436 4.899 0.114
H -0.133 0.835 6.163 0.111
H -2.187 1.625 4.966 0.107
H -2.401 1.106 2.531 0.103
C -4.945 0.311 -0.903 0.017
C -3.589 -0.082 -0.387 -0.701
O -2.912 0.747 0.292 -0.141
O -3.128 -1.232 -0.627 -0.140
H -4.936 1.351 -1.223 0.086
H -5.670 0.221 -0.091 0.087
H -5.247 -0.341 -1.718 0.084
C -2.470 -4.342 -0.019 -0.265
S -2.207 -3.635 1.603 0.892
C -3.878 -3.062 1.906 -0.240
O -1.352 -2.412 1.412 -0.657
H -2.867 -3.572 -0.679 0.046
H -3.158 -5.182 0.077 0.061
H -1.501 -4.686 -0.374 0.017
H -4.178 -2.420 1.082 0.040
H -3.869 -2.517 2.848 0.056
H -4.534 -3.929 1.989 0.060
C -1.619 -0.638 -3.994 -0.266
Si -0.615 0.374 -2.726 0.481
C -1.066 2.191 -3.145 -0.258
C 1.189 0.242 -3.349 -0.314
C 2.204 0.973 -2.721 -0.132
C 3.536 0.858 -3.094 -0.107
C 3.896 0.003 -4.130 -0.120
C 2.909 -0.723 -4.782 -0.114
C 1.580 -0.607 -4.389 -0.118
H -1.410 -0.333 -5.025 0.020
H -2.688 -0.488 -3.817 0.008
H -1.419 -1.708 -3.903 0.003
H -0.994 2.394 -4.217 0.018
H -0.395 2.886 -2.630 0.004
H -2.086 2.431 -2.827 0.004
H 1.944 1.653 -1.915 0.071
H 4.293 1.442 -2.583 0.095
H 4.932 -0.085 -4.433 0.093
H 3.174 -1.383 -5.600 0.097
H 0.830 -1.194 -4.909 0.089
N 2.507 1.624 0.703 0.160
C 1.346 2.282 0.981 -0.383
C 1.344 3.330 1.920 -0.024
C 0.214 4.096 2.059 -0.072
C -0.891 3.841 1.247 -0.069
C -0.817 2.773 0.384 -0.165
N 0.247 1.955 0.284 0.058
H 3.249 1.682 1.379 0.093
H 2.481 0.780 0.146 0.060
H 2.239 3.536 2.494 0.109
H 0.199 4.909 2.774 0.108
H -1.783 4.449 1.286 0.104
H -1.652 2.527 -0.257 0.085
```

Version ii
The following is a DFT calculation (ωB97M-V/def2-TZVPD) of a molecular structure, C30H37N6O3S2SiY.

## Properties
LUMO = -0.12 eV
gap between HOMO and LUMO = 0.2451 hartree
HOMO level = -0.2497 hartree

XYZ file:
```
80
Properties=species:S:1:pos:R:3:lowdin_charge:R:1
Y -0.019 0.612 -0.141 1.377
N 2.720 0.894 -3.759 0.066
C 2.492 1.059 -2.423 -0.934
S 1.636 2.466 -1.909 0.522
N 2.989 0.134 -1.638 -0.025
N 2.598 0.239 -0.353 -0.066
C 3.464 0.097 0.586 -0.187
C 4.893 -0.226 0.365 -0.174
C 5.263 -1.285 -0.463 -0.031
C 6.601 -1.585 -0.661 -0.076
C 7.588 -0.823 -0.053 -0.088
C 7.230 0.245 0.757 -0.081
C 5.893 0.539 0.967 -0.039
C 2.984 0.448 1.937 -0.242
C 3.635 0.018 3.094 -0.022
C 3.197 0.477 4.323 -0.055
C 2.129 1.360 4.369 -0.051
C 1.503 1.695 3.178 -0.140
N 1.901 1.245 1.992 0.077
H 2.683 1.734 -4.310 0.075
H 3.422 0.213 -4.003 0.095
H 4.496 -1.872 -0.946 0.110
H 6.877 -2.415 -1.299 0.103
H 8.633 -1.059 -0.210 0.101
H 7.995 0.851 1.224 0.102
H 5.624 1.385 1.587 0.119
H 4.464 -0.670 3.011 0.122
H 3.680 0.147 5.234 0.111
H 1.777 1.774 5.303 0.105
H 0.635 2.340 3.170 0.107
C -3.067 0.007 3.124 0.013
C -2.097 0.271 1.987 -0.753
O -2.487 0.157 0.803 -0.135
O -0.915 0.619 2.275 -0.141
H -3.990 -0.419 2.737 0.084
H -3.281 0.949 3.633 0.075
H -2.614 -0.667 3.848 0.073
C -3.645 4.006 -1.152 -0.226
S -3.012 2.656 -0.108 0.874
C -3.178 3.555 1.462 -0.215
O -1.527 2.654 -0.354 -0.626
H -3.226 4.966 -0.855 0.056
H -4.732 4.010 -1.069 0.060
H -3.357 3.773 -2.175 0.047
H -2.660 4.508 1.378 0.060
H -2.700 2.941 2.225 0.037
H -4.233 3.694 1.696 0.064
C -0.311 -1.699 -3.512 -0.245
Si -1.055 -0.179 -2.593 0.484
C -0.937 1.186 -3.936 -0.266
C -2.943 -0.520 -2.540 -0.302
C -3.480 -1.788 -2.319 -0.114
C -4.851 -2.003 -2.279 -0.095
C -5.727 -0.943 -2.465 -0.106
C -5.218 0.327 -2.693 -0.098
C -3.846 0.529 -2.726 -0.137
H -0.849 -1.869 -4.449 0.026
H -0.350 -2.629 -2.938 -0.002
H 0.737 -1.511 -3.755 0.005
H -1.639 1.000 -4.756 0.027
H 0.070 1.215 -4.353 -0.009
H -1.136 2.179 -3.527 -0.003
H -2.818 -2.639 -2.190 0.078
H -5.241 -3.000 -2.111 0.096
H -6.797 -1.112 -2.451 0.095
H -5.898 1.156 -2.861 0.096
H -3.465 1.525 -2.928 0.073
N 0.694 -1.812 2.998 0.163
C -0.280 -2.344 2.202 -0.394
C -1.220 -3.233 2.747 -0.030
C -2.118 -3.857 1.914 -0.060
C -2.052 -3.614 0.545 -0.063
C -1.105 -2.725 0.094 -0.149
N -0.249 -2.065 0.888 0.078
H 0.477 -1.727 3.975 0.102
H 1.158 -1.007 2.615 0.047
H -1.211 -3.415 3.814 0.111
H -2.857 -4.538 2.315 0.110
H -2.729 -4.096 -0.145 0.101
H -1.016 -2.504 -0.962 0.051
```

version i (155.1 kJ/mol below the next structure)